A molecular structure, C39H42KN2O5S4, computed with ωB97M-V with the def2-TZVPD basis set.

Last column: Mulliken charge in e.
Positions of all 93 atoms, in Å:
K  -17.83  -2.56  8.17  0.985
S  -17.83  0.49  8.78  -0.270
C  -17.44  1.83  7.74  0.185
C  -17.52  3.14  8.35  -0.671
C  -17.31  4.23  7.52  -0.409
C  -17.02  4.10  6.16  -0.431
C  -16.81  2.85  5.59  -0.440
C  -17.19  1.75  6.32  -0.449
S  -17.18  0.14  5.58  0.084
C  -18.61  0.25  4.53  -0.692
C  -19.52  -0.93  4.75  0.492
C  -19.74  -1.89  3.75  -0.624
C  -20.60  -2.91  4.01  -0.470
C  -21.35  -2.89  5.17  -0.385
C  -21.21  -1.81  6.09  -0.076
C  -21.96  -1.68  7.36  -0.699
S  -21.89  -3.18  8.40  -0.070
C  -22.57  -2.57  9.91  -0.160
C  -23.77  -3.12  10.21  -0.239
C  -24.46  -2.83  11.39  -0.845
C  -23.93  -1.87  12.21  -0.272
C  -22.74  -1.19  11.88  -0.870
C  -21.99  -1.57  10.77  0.143
S  -20.48  -0.81  10.43  -0.329
N  -20.19  -0.95  5.90  -0.080
H  -17.71  3.25  9.44  0.329
H  -17.57  5.25  7.88  0.249
H  -16.97  5.02  5.56  0.310
H  -16.54  2.74  4.55  0.407
H  -18.24  0.27  3.46  0.306
H  -19.16  1.19  4.81  0.368
H  -19.18  -1.75  2.81  0.334
H  -20.72  -3.73  3.27  0.348
H  -22.07  -3.67  5.40  0.451
H  -23.04  -1.55  7.11  0.359
H  -21.58  -0.83  7.91  0.433
H  -24.13  -3.90  9.55  0.366
H  -25.42  -3.22  11.58  0.386
H  -24.46  -1.54  13.12  0.311
H  -22.36  -0.45  12.51  0.507
C  -14.46  -1.19  9.46  -0.657
O  -15.03  -2.08  8.45  0.295
C  -14.05  -2.56  7.53  -0.334
C  -14.69  -2.92  6.25  -0.844
O  -15.91  -3.55  6.52  0.259
C  -16.52  -4.17  5.37  -0.592
C  -17.04  -5.52  5.74  -0.530
O  -18.36  -5.36  6.23  -0.060
C  -19.04  -6.61  6.06  -0.823
H  -14.33  -1.73  10.38  -0.006
H  -13.51  -0.76  9.10  0.334
H  -15.19  -0.42  9.57  0.146
H  -13.20  -1.83  7.33  0.389
H  -13.60  -3.46  7.97  0.034
H  -14.76  -2.09  5.57  0.333
H  -14.03  -3.65  5.75  0.332
H  -17.30  -3.48  5.00  -0.083
H  -15.72  -4.31  4.62  0.447
H  -17.00  -6.15  4.84  0.530
H  -16.41  -5.99  6.53  0.288
H  -19.63  -6.69  6.98  0.238
H  -19.73  -6.55  5.17  0.194
H  -18.26  -7.41  5.94  0.390
C  -16.71  -7.80  13.39  -0.935
O  -16.13  -6.59  12.82  -0.248
C  -15.34  -6.60  11.68  0.720
C  -15.14  -7.71  10.88  -0.595
C  -14.30  -7.59  9.77  -0.898
C  -13.82  -6.35  9.33  -0.447
C  -13.92  -5.22  10.19  -0.510
C  -14.73  -5.36  11.34  0.743
N  -14.60  -4.35  12.30  0.062
C  -15.49  -3.65  13.01  -1.050
C  -16.86  -3.53  12.74  1.347
C  -17.65  -3.13  13.85  -0.975
C  -19.07  -3.10  13.79  -0.868
C  -19.69  -3.54  12.61  -0.361
C  -18.92  -3.98  11.52  -0.536
C  -17.51  -3.72  11.47  0.755
O  -16.91  -3.74  10.35  -0.718
H  -17.47  -7.44  14.08  0.237
H  -15.93  -8.38  13.85  0.323
H  -17.21  -8.30  12.54  0.384
H  -15.49  -8.67  11.23  0.415
H  -13.90  -8.49  9.29  0.342
H  -13.33  -6.17  8.35  0.364
H  -13.57  -4.22  9.87  -0.016
H  -13.72  -3.90  12.24  0.365
H  -15.19  -3.13  13.91  0.409
H  -17.21  -2.83  14.78  0.335
H  -19.64  -2.81  14.68  0.378
H  -20.75  -3.48  12.52  0.452
H  -19.45  -4.44  10.65  0.373

Computed properties:
HOMO energy: -0.1031 hartree
Charge: -1
Spin multiplicity: 1
Largest force on an atom: 0.0702 Eh/bohr
Relative energy (zero: lowest compared OMol25 entry of this formula, charge and spin): 0.4 kcal/mol
Electronic energy: -4189.648603 a.u.
LUMO energy: 1.56 eV